1.
Molecular formula: C35H53BN5P2Pt
Method: DFT, the ωB97M-V functional and the def2-TZVPD basis

HOMO-LUMO gap (alpha / beta): 5.11 / 6.04 eV
Charge: +1
Spin multiplicity: 3
E: -67103.217 eV
Expectation value of S²: 2.008
Energy above the lowest of the compared OMol25 structures with the same formula, charge and spin: 0.0000 eV

Cartesian coordinates (Å):
H 2.61492 -3.00215 2.56326
C 4.02440 3.46282 -1.17740
C 0.64654 -0.07443 -3.66858
C -1.07617 4.35505 0.08812
P 0.12387 -1.00687 -2.14543
C 3.02080 1.60946 -0.08031
H -0.78045 0.39274 5.06191
H -5.26216 -4.84529 -0.83589
C -3.64985 -3.20374 1.66291
N -1.42937 3.16830 -0.40401
C 0.87885 2.43082 2.79138
C -3.71324 3.86385 -0.30166
C 2.77713 -0.42482 3.31750
H 2.64006 4.66983 -2.30669
H -1.69478 1.88090 1.72021
H 0.61747 3.38435 3.25664
H 2.14858 -2.01881 1.16647
C 0.37484 -0.80886 -4.98253
H 2.39582 0.91420 -4.43225
H -2.12389 -0.32934 -2.90238
C -2.96792 -2.29594 0.88283
C 1.09059 -1.85274 4.45536
H -0.37458 1.62035 -2.65776
C 2.13811 0.27511 -3.58479
H -0.01475 4.51526 0.24820
H 0.69963 3.22974 -1.68678
C 2.24728 -2.76970 -1.95375
C -4.61144 -4.12449 -0.36078
H -4.03133 -3.20751 -2.22970
H -1.13454 1.11115 -4.15684
H 1.89154 2.17651 3.10482
H 0.95638 -3.03921 1.97974
C 4.15625 2.34377 -0.36482
H 0.64614 -4.29548 -0.56176
H 0.88171 2.57860 1.71176
C -0.13579 1.20569 4.72572
C -3.33428 5.09175 0.21453
H 0.75703 -3.39046 -4.18532
H -4.07796 5.83826 0.45936
C -0.15095 1.37362 3.20650
H -0.51531 2.12581 5.17629
N -2.25894 -1.29801 -1.02921
B -1.59902 -0.64524 0.05813
H 2.59990 -2.04975 -1.21064
Pt 0.02475 0.55453 -0.14697
H -3.54892 -3.20585 2.74052
H 2.37916 0.81460 -2.67145
C 1.69660 3.00803 -1.33281
C -3.10129 -2.29397 -0.52057
H 3.09977 0.08922 2.41332
H 2.77708 -0.60352 -3.63158
H 2.66788 0.31940 4.10445
H -1.97087 -0.77217 3.28745
H 2.57930 -3.76167 -1.63989
C 1.50149 -1.24597 3.10639
H -1.64597 6.28989 0.81919
H -1.06343 -2.20804 2.84207
H 0.96208 -1.10557 5.23219
C 2.77519 3.80602 -1.67246
H 5.11530 2.04769 0.03361
C 1.81696 -2.38889 2.13878
H 0.63196 -4.69165 -3.01568
C -2.72562 2.93520 -0.59292
H 1.88710 -2.52615 4.78151
N 1.81237 1.92916 -0.55218
C -3.91881 -3.20503 -1.15319
H 3.07119 0.71993 0.53020
H 0.38335 1.99896 -4.21107
C -1.54743 1.87237 2.79853
P 0.18984 -0.20060 2.25663
C -1.72394 -1.18887 -2.36187
H 0.86527 1.03898 5.11891
C 0.71887 -2.77431 -2.07339
C 5.18815 4.25798 -1.50101
N 6.11602 4.88554 -1.74817
C 0.11769 -3.36718 -0.79073
C 0.30234 -3.67400 -3.24015
C -1.35703 -1.21304 2.49669
H 3.58264 -1.09983 3.61430
N -2.04870 -1.30059 1.24135
H -0.63924 -1.20755 -5.03870
C -0.17156 1.23545 -3.66188
H -5.02898 -4.84589 1.60885
H -2.34028 1.27253 3.24425
H -4.75210 3.62069 -0.47306
H 0.49702 -0.10162 -5.80678
C -4.48018 -4.12495 1.01943
H 1.07499 -1.62428 -5.15125
H -1.94940 -2.07712 -2.95448
H 0.22136 -2.69456 0.05779
H -2.97881 1.95156 -0.97578
H -0.93924 -3.60463 -0.90607
H 2.73349 -2.54953 -2.90258
H -0.77808 -3.71904 -3.37146
H -1.66484 2.89492 3.16510
H 0.18092 -2.44863 4.39845
C -1.98654 5.34697 0.41582

2.
Molecular formula: C35H53F6GeN7O3RuS2Si3
Method: DFT, the ωB97M-V functional and the def2-TZVPD basis

HOMO-LUMO gap: 6.01 eV
E: -174438.056 eV
Energy above the lowest of the compared OMol25 structures with the same formula, charge and spin: 0.0000 eV

Cartesian coordinates (Å):
C -1.09592 4.62508 0.44627
C -1.84785 3.64048 2.61467
H 3.69260 0.46247 4.04168
H -0.23439 -0.30178 -4.70952
C -1.36034 -1.28029 0.31934
N 4.27071 6.68845 -1.60788
H 2.58832 -0.93773 2.31881
C -0.66528 3.71248 1.60101
H 0.78345 1.40762 1.81459
C 2.81913 3.56363 -0.91651
F -2.80230 2.81735 2.15896
C 4.30308 -2.24566 0.53669
O 0.05548 2.22405 -1.94965
C -1.10129 2.87213 -4.25894
C -3.57752 0.28808 0.43057
H 3.31629 -3.98801 -2.26846
C 3.86140 4.38553 -0.52548
F 1.44576 4.82133 1.46132
H 3.61775 -4.94127 -0.81453
C -8.21312 -1.36968 2.66375
H -6.99684 -5.07182 2.15147
H 3.50721 -1.59253 -5.06043
H -8.54309 -0.34899 2.80126
C 2.38573 0.13943 2.32990
F -2.43866 4.81633 2.86119
H 1.17429 -2.57684 1.84309
H 3.17064 2.10668 -3.45021
C -4.95319 -1.52495 1.39389
Si 3.54493 -0.30381 -2.90819
O 0.08395 3.52213 -3.75932
C 0.55885 3.12254 -2.59173
C -6.51591 -2.96171 1.99657
H 1.97758 -4.79316 -1.45851
H 0.69925 -3.94019 0.83425
H -9.25720 -4.58033 3.02743
H 4.07768 -2.63369 -3.75900
N 5.33109 3.63810 1.45638
H 2.14039 -4.05980 1.84652
C -0.81049 -0.68021 -3.86018
H 0.01438 -1.19703 2.91261
H 2.54914 1.78933 3.71851
H 1.87083 1.10610 -4.11426
Si 2.62938 -2.73850 -0.21132
H -1.76270 -1.06066 -4.24103
H -2.52133 -2.84133 1.17752
H -1.80574 2.69092 -3.45092
H -2.04527 4.26879 0.04578
H 3.07131 0.60771 1.63010
Ge 1.71633 -0.92103 -1.45646
H -1.21175 5.66503 0.75020
H -2.26111 1.75077 -0.43467
H 0.20732 1.54043 4.27802
N 1.70136 0.12447 4.67895
C 4.09141 5.66271 -1.11451
F 1.16682 3.50892 3.14785
H -4.43686 0.94071 0.48027
C 5.13890 0.17477 -2.02846
H -0.38197 0.02846 5.01530
H -0.33576 4.56242 -0.32920
H 4.43932 -1.16323 0.56816
N 1.00610 0.38432 1.91478
C -6.93754 -1.63933 2.16686
C 0.53350 4.37800 2.32839
C 0.03369 -0.10221 2.87928
Ru 0.59741 0.96284 -0.31235
C -8.58814 -3.76656 2.78098
C 4.68916 3.98695 0.56538
H 5.13993 -1.40235 -4.43502
C -2.53029 -1.81763 0.82505
H -1.93601 -2.61417 -1.69685
O -0.36661 2.45084 1.22375
C 2.91343 -4.25350 -1.29178
N -5.22674 -2.86314 1.50868
H 3.44415 1.17119 -4.91898
H -1.01562 0.15436 -3.18678
S 1.82621 4.29024 -2.18783
F -1.46534 3.14108 3.81846
H -4.65680 -3.61664 1.16862
H -1.54653 -3.78302 -2.95677
C 2.94992 1.15850 -3.94409
H 5.11617 -2.64679 -0.07324
C -3.66635 -1.02322 0.88530
H 1.40794 -3.99244 -3.85560
H -0.45581 -1.86968 0.24897
N -1.26988 -0.02338 -0.12009
S 2.65232 2.02596 -0.26452
H -1.51427 3.55836 -4.99043
C 0.28971 0.45488 4.27139
C -7.32900 -4.05205 2.29479
C -1.11765 -3.16135 -2.16519
H 4.98444 0.75303 -1.11892
F 0.17106 5.42659 3.08744
C 1.55892 -3.38145 1.21488
H 1.81320 -0.89175 4.67474
C 2.68900 0.70969 3.69956
H -10.02091 -2.26779 3.34936
C -2.37228 0.74148 -0.06516
C 4.10563 -1.61637 -4.14936
H -0.68284 -3.83177 -1.41819
H -0.95550 0.24043 2.57422
H 1.66698 -2.59542 -4.89560
H 5.74366 0.78116 -2.71038
H 5.72069 -0.71514 -1.77640
H 4.43632 -2.63919 1.54962
H 1.89070 0.45014 5.62534
H 0.13594 -3.46923 -4.96065
N -5.93477 -0.76189 1.77853
Si 0.16724 -2.01742 -2.96287
C -9.02476 -2.44242 2.96528
H -0.82264 1.93065 -4.72433
C 0.92671 -3.11458 -4.29175

3.
Molecular formula: C35H53MnN4OP2
Method: DFT, the ωB97M-V functional and the def2-TZVPD basis

HOMO-LUMO gap (alpha / beta): 6.75 / 2.77 eV
Charge: +3
Spin multiplicity: 4
E: -95033.489 eV
Expectation value of S²: 3.833
Energy above the lowest of the compared OMol25 structures with the same formula, charge and spin: 1.1148 eV

Cartesian coordinates (Å):
H -4.80948 0.65678 -4.57023
C -0.96864 1.00014 -4.21934
N -2.18249 1.05518 4.18816
H -0.01128 2.13653 4.86809
H 4.01294 3.85147 -1.36802
H -1.49004 2.93163 1.50821
H 4.02584 3.85325 1.62145
C -1.58340 1.08945 -5.47063
C -2.69701 -3.01621 -0.15787
H 2.75297 2.75212 2.33722
C -0.34732 3.66226 -0.19387
H 0.76923 -3.42271 4.39078
C -1.07167 -4.96485 -0.46490
C 2.73818 2.95406 0.12683
C -1.21888 0.58080 -1.73192
H -2.37708 4.03386 0.43195
H 0.38142 -1.81951 3.72210
C 0.74983 -2.82163 3.46536
Mn 0.16368 -0.15258 0.78792
C -3.73728 0.73595 -4.46481
H 1.01716 1.27500 3.67737
H 0.08164 -3.26879 -2.32128
P 0.94697 2.23544 -0.08624
C 2.04535 -1.98713 -0.85374
H -3.39320 1.02838 -6.60323
H 4.76314 2.23368 0.14225
C 2.99676 4.01974 -0.96056
C -1.07195 1.05861 3.42367
H 3.76090 1.48018 -1.11954
C 2.65748 -0.10078 -2.78576
C 1.56799 -3.03805 0.13635
H -2.03204 -2.61731 3.13573
N -1.29216 0.12331 -0.60016
H 0.23328 4.65386 1.66161
H -2.29045 1.58620 5.04558
C -0.15664 -3.56271 2.47201
H 1.78635 -2.74929 3.10672
C -1.75368 0.76136 -3.06731
H 0.31740 4.41581 -2.14553
C -0.95991 -2.94640 -1.93837
C 1.72032 0.15986 -1.75940
C 3.29814 -1.32868 -2.79812
H 2.30390 4.42567 1.73933
H 1.55186 -4.03352 -0.32707
H 2.82724 0.63983 -3.57838
H 3.99307 -1.56465 -3.59843
H -3.39150 -3.45767 -0.89157
H -4.10107 0.03412 4.01468
C 0.10180 1.85939 3.81281
H 3.59497 0.97444 0.58953
H -2.25836 -4.28000 2.49928
H -1.06591 -1.81374 -1.99597
C 1.58711 -0.21703 1.92002
C 0.44351 -4.97173 2.31941
H -1.46155 -5.40694 0.46543
H -0.69029 5.65441 0.52992
H 1.07694 2.03705 -2.56765
H 0.10971 1.16859 -4.09219
H -2.95147 -0.93395 1.71158
H -0.21690 -5.68420 1.78776
H -0.01934 -5.27122 -0.59991
H 3.49918 -3.25553 -1.78767
C 0.10555 4.89439 0.59647
H -0.94740 1.29607 -6.32746
H -3.79227 0.60272 -2.31484
O 2.65746 -0.18034 2.42148
P -0.11404 -2.62542 0.80805
C 2.94580 3.52905 1.54456
C -0.58114 4.02051 -1.65472
H 1.02159 5.34613 0.19800
C -1.57795 -3.61976 3.06098
H 2.30265 3.96342 -1.81833
H -1.77763 -3.43106 -2.59116
C -1.65602 3.20050 0.45565
H -1.51359 -4.02507 4.08856
H 0.59883 -5.36210 3.34399
H 2.98530 5.04311 -0.54719
C -3.13062 0.22062 3.60337
H 1.43795 -4.94762 1.81762
N -1.23129 0.24941 2.37805
H -2.11523 2.34356 -0.04335
C -2.96516 0.94394 -5.60468
H -0.95522 3.15967 -2.22286
C -3.14818 0.66805 -3.20167
C 1.01645 1.41323 -1.67726
H -2.79874 -1.91774 -0.21318
H -1.34396 4.81431 -1.69648
H 2.26085 -3.13433 0.99103
H 0.16947 2.77607 3.20483
N 1.53468 -0.74664 -0.73281
C 3.02122 -2.27748 -1.80661
C -1.25752 -3.43605 -0.50537
H -3.01234 -3.35514 0.84125
C -2.53746 -0.27039 2.46068
C 3.76025 1.82881 -0.07816
H -1.63758 -5.41609 -1.29793

4.
Molecular formula: C35H54Cl2HfN4O2P2SSi
Method: DFT, the ωB97M-V functional and the def2-TZVPD basis

HOMO-LUMO gap: 7.21 eV
Charge: +2
E: -110864.829 eV
Energy above the lowest of the compared OMol25 structures with the same formula, charge and spin: 0.2012 eV

Cartesian coordinates (Å):
H 4.41234 -3.58631 0.16551
H -2.55233 3.84911 2.07836
H -0.47523 0.54119 -4.57667
H 4.15480 0.96028 -4.82295
C 4.49613 -1.44975 -1.56870
H 3.03324 -0.85138 -3.67030
C -1.12578 -1.42879 5.11701
Si -2.10962 -0.31230 -2.87260
C 2.59870 -4.63126 -0.34761
C -1.73147 0.62974 4.01429
H -0.26303 3.92267 3.64207
H 4.76585 -1.09170 -2.55382
H 2.77081 -0.60293 3.39782
C 2.17121 2.93567 -4.89949
H 1.78516 -0.05229 4.76974
C -3.87936 -1.64699 2.08085
O -0.09079 -1.44842 -0.04221
C -0.31356 3.88834 -0.60853
Hf -0.63646 0.56844 0.38815
H 5.42852 -1.65730 -1.04781
C -0.73170 -2.48043 0.23833
C -0.46663 4.67101 -1.72434
N -0.64435 2.57663 -0.63875
H -0.61569 -1.22382 -4.60722
H 0.07481 2.52413 4.66934
N 3.83588 -0.38867 -0.77945
C 3.73070 1.20026 -3.84333
P 0.41638 -0.67682 2.86951
H 1.44443 -2.72202 2.08206
C -2.72077 -1.43167 1.32555
H 4.14102 -0.30559 0.17647
H 1.21847 0.82990 -2.15750
C 1.91161 0.00216 3.68937
H -1.66562 2.30335 -3.84206
H -0.39509 4.19274 1.50247
H -3.45954 1.62778 4.82902
H 1.23521 4.01025 0.85070
H -4.39559 -0.20098 -3.70789
C -3.44149 -4.02094 2.16901
H 1.21048 2.46490 -4.67514
N -1.21591 0.61659 -1.63945
H -2.71509 -2.59465 -3.27947
C 3.22242 2.64147 -3.83108
C -2.73625 3.04748 2.79247
H 1.81281 0.26157 -4.21464
P -1.33024 1.90702 2.77413
H 2.49471 2.58252 -5.88198
C -2.79451 0.77642 4.89856
C -4.22281 -2.90816 2.50938
C -0.89808 -0.49074 4.11349
C -1.08091 1.99274 -1.78454
Cl -4.91873 -0.30941 2.42217
H 4.08512 -3.40772 -2.32751
N 2.09918 0.34009 -2.18512
H -3.65005 2.53097 2.50139
C 3.43389 -3.35899 -0.26839
H 2.45734 -5.08264 0.63580
H 1.61025 -4.42854 -0.77458
H -1.33041 -2.58468 -2.20140
H -1.72937 -4.70862 1.11098
H 2.64703 -2.43628 -2.04101
H -2.97743 -2.26293 -1.56780
C -0.97684 4.09938 -2.89100
H -3.80580 1.43587 -3.40664
H -2.35349 -2.00763 6.77796
H -2.84692 3.48042 3.78454
H -1.87417 -0.21897 -5.32776
H 1.98905 4.00819 -4.98045
C -2.18592 -1.27241 5.99981
C 3.62807 -2.70074 -1.62912
C 2.69090 0.24986 -1.00313
H 0.34375 5.52189 0.61161
C -2.33215 -3.85266 1.39623
H -0.29477 -3.43107 -0.07861
Cl -3.91077 -5.58720 2.71567
H -0.48394 -2.29563 5.21784
C 2.66057 0.15742 -3.53878
C -1.94637 -2.56064 0.98969
H 2.11795 1.02533 3.39401
C 0.24679 4.43902 0.66147
C -3.80038 0.41225 -3.02142
H 1.38454 -2.66216 3.84467
H 0.95466 2.75433 3.14512
H -0.07907 -3.06966 2.92826
C -3.02616 -0.17458 5.88207
H 2.94892 -2.64455 0.40718
H -0.20160 5.71903 -1.68389
H -4.30526 0.41615 -2.04979
S 1.98153 1.05570 0.38763
H 4.08115 3.29788 -3.98002
H -1.11971 4.71247 -3.77384
C -1.17591 -0.29222 -4.48443
C -2.28845 -2.09402 -2.40147
C -0.00931 2.86270 3.63782
C 0.81842 -2.45679 2.93671
H 3.07969 -5.37591 -0.98388
H -5.11802 -3.04528 3.10222
H 2.82652 2.88448 -2.83744
C -1.28761 2.75923 -2.93734
O -2.39429 -0.21415 0.91755
H -3.86387 -0.05467 6.55751
H 4.54365 1.10763 -3.11718